The following is a quantum chemistry calculation of 15 unconnected molecules or ions with the total composition C82H145N8O28P7 at a distorted geometry, from the OMol25 dataset.

Last column: Mulliken charge in e.
Element x y z (Å)
P (-0.928, -6.603, -6.430)  -0.21
P (-4.191, -0.943, -3.036)  -1.73
P (-7.432, 5.948, 1.364)  0.34
P (0.405, -0.454, 0.076)  -0.75
P (1.104, 3.763, 5.711)  0.42
P (8.512, 3.082, 3.286)  0.59
P (4.550, -3.356, 6.105)  0.50
O (0.181, -6.344, -7.571)  0.09
O (2.557, 3.605, 6.445)  -0.04
O (-0.250, 0.860, 0.705)  0.91
O (-7.924, 5.946, -0.092)  -0.06
O (-3.331, -0.149, -3.919)  0.27
O (-0.201, -7.257, -5.199)  -0.12
O (-5.721, -0.752, -3.139)  -0.04
O (3.925, -1.961, 5.671)  0.18
O (-2.053, -7.343, -6.965)  -0.91
O (7.733, 4.035, 4.277)  -0.25
O (-4.116, -2.494, -3.368)  -0.14
O (4.742, -2.995, 7.614)  -0.20
O (-8.407, 6.136, 2.454)  -0.84
O (8.771, 3.592, 1.924)  -0.80
O (1.607, 4.282, 4.269)  -0.37
O (9.866, 2.731, 4.016)  -0.30
O (-3.890, -0.759, -1.511)  1.13
O (-1.155, -5.156, -5.886)  0.81
O (1.893, -0.391, 0.495)  -0.18
O (-6.711, 4.597, 1.507)  -0.20
O (3.372, -4.384, 6.124)  -0.36
O (0.253, 2.550, 5.683)  -0.39
O (0.374, 4.982, 6.369)  -0.31
O (-6.317, 7.056, 1.279)  -0.11
O (0.482, -0.207, -1.472)  0.79
O (-0.196, -1.726, 0.481)  -0.34
O (7.709, 1.701, 3.340)  0.04
O (5.731, -3.847, 5.369)  -0.76
N (-4.374, 4.947, -2.171)  -0.30
N (-2.356, -5.143, 0.354)  -0.49
N (2.336, -2.510, -5.396)  0.08
N (-6.581, -0.321, 2.897)  -0.59
N (-1.027, 1.155, -6.725)  -0.21
N (2.582, 5.319, -2.661)  -0.64
N (-1.845, -2.064, 5.982)  -0.66
N (5.027, -0.383, -1.339)  -0.15
C (-9.582, 6.440, -1.717)  -1.34
C (2.206, -3.633, -4.622)  -0.03
C (7.902, 0.709, 2.281)  -0.35
C (-3.434, -4.761, -3.460)  -1.63
C (-3.058, 0.575, -7.820)  -1.10
C (3.765, 4.304, 8.402)  -1.20
C (5.311, 4.205, 3.736)  -0.09
C (-2.078, -4.128, 4.862)  -0.50
C (-0.301, -5.688, -1.501)  -0.10
C (6.633, 4.930, 3.778)  -0.56
C (-4.715, 1.221, 3.049)  -0.59
C (-6.037, 0.914, 2.798)  -0.82
C (-4.488, 8.346, 1.970)  -0.89
C (-3.258, 3.324, -3.471)  0.23
C (-5.619, 4.107, 0.620)  0.59
C (5.840, -3.593, 8.270)  -0.22
C (-4.442, -1.713, -0.507)  0.26
C (-0.007, -0.593, -3.742)  -0.66
C (5.995, 0.467, -1.623)  -0.09
C (5.487, -3.482, 9.728)  -1.25
C (1.572, 3.478, 3.052)  0.55
C (3.568, -1.805, 4.291)  -0.31
C (1.182, 4.396, 1.908)  -0.20
C (-5.688, -1.127, 0.092)  -0.83
C (-2.354, 0.958, -6.689)  0.61
C (2.108, -3.991, 6.659)  0.60
C (1.464, -6.750, -9.547)  -1.11
C (-0.283, -4.484, -0.787)  -0.70
C (4.294, -0.913, -2.331)  -0.60
C (6.921, -0.486, 2.435)  -0.43
C (2.866, -2.748, -6.604)  -0.32
C (1.828, 4.647, -1.781)  -0.93
C (2.977, 3.250, -3.781)  -0.61
C (5.493, 0.379, -3.922)  -0.57
C (2.624, 0.899, 0.554)  1.71
C (-2.298, -6.258, -0.296)  -0.58
C (0.036, -8.698, -5.321)  -0.24
C (-2.378, 0.296, -8.979)  -0.16
C (-0.426, -0.917, -2.355)  1.87
C (-0.983, 5.265, 6.182)  -0.43
C (-1.366, -6.597, -1.279)  -0.37
C (-0.984, -2.279, 3.733)  0.73
C (1.574, 3.290, -1.820)  0.51
C (3.772, 0.652, 1.467)  -1.61
C (-3.909, 0.169, 3.444)  0.44
C (-1.019, 0.525, -9.044)  -0.70
C (1.457, -5.125, 7.404)  -1.46
C (0.144, -7.043, -8.868)  -0.27
C (-3.188, 5.418, -1.792)  -0.80
C (2.542, 3.532, 7.921)  -0.22
C (2.503, -4.936, -5.048)  -0.80
C (-5.743, -1.278, 3.325)  -0.57
C (2.180, 2.592, -2.867)  0.10
C (-6.354, -0.861, -4.521)  -0.07
C (-4.395, -1.125, 3.598)  0.11
C (-1.655, -4.112, -6.777)  -0.67
C (-4.397, 3.956, -3.036)  -0.83
C (-1.229, -1.562, 4.935)  -1.54
C (11.191, 2.098, 5.948)  -1.38
C (-0.413, 0.963, -7.874)  -0.18
C (-1.902, 2.528, 0.923)  0.05
C (-6.159, 3.063, -0.323)  -0.39
C (6.235, 0.899, -2.934)  -0.60
C (-1.421, 5.830, 4.745)  -0.52
C (3.304, -3.984, -7.082)  -0.91
C (9.789, 2.439, 5.454)  0.12
C (2.408, -0.785, 4.261)  -0.32
C (-1.394, -3.594, 3.754)  0.00
C (-2.938, -3.395, -3.105)  2.44
C (-2.009, 4.888, -2.258)  -0.28
C (-0.538, -3.126, -7.081)  0.36
C (4.517, -0.614, -3.633)  -0.05
C (-1.065, -9.573, -4.722)  -1.16
C (-1.306, -4.285, 0.111)  -0.57
C (-5.872, 7.874, 2.367)  -0.31
C (-2.295, -3.333, 5.904)  -0.71
C (-7.614, -1.627, -4.482)  -1.32
C (-2.015, 3.787, -3.123)  -0.31
C (3.169, 4.614, -3.585)  -0.51
C (-8.748, 7.038, -0.644)  -0.19
C (3.050, -5.077, -6.297)  0.00
C (-1.586, 1.211, 0.246)  0.39
H (-2.793, -3.661, 6.822)  0.40
H (1.474, 5.304, -0.984)  0.46
H (-5.843, 7.264, 3.255)  0.31
H (1.368, -6.055, 6.832)  0.35
H (-2.850, 0.912, -5.733)  0.16
H (-0.881, -0.533, 4.978)  1.09
H (-3.337, 2.425, -4.082)  0.26
H (0.511, -5.873, -2.223)  0.45
H (9.520, 3.325, 6.030)  0.20
H (-4.162, -5.077, -2.716)  0.42
H (5.417, -2.440, 10.050)  0.29
H (6.839, -0.954, 1.437)  0.29
H (0.232, -3.740, -7.513)  0.03
H (6.050, -4.631, 8.048)  0.34
H (-2.838, 0.297, 3.734)  0.23
H (-4.104, 0.452, -7.613)  0.39
H (-8.150, -1.587, -5.433)  0.41
H (-3.908, 8.826, 2.752)  0.40
H (3.642, -4.025, -8.112)  0.40
H (-1.576, 1.264, -0.829)  -0.05
H (-3.625, -1.778, 0.215)  -0.05
H (-0.874, -10.599, -4.858)  0.44
H (-3.098, -6.970, -0.145)  0.40
H (1.883, 5.222, 1.838)  0.42
H (-1.463, -0.647, -2.184)  -0.36
H (-2.002, -4.491, -7.745)  0.38
H (-8.264, -1.284, -3.658)  0.27
H (4.262, -0.306, 1.204)  0.44
H (1.051, 3.894, 0.932)  -0.71
H (6.872, 5.168, 2.721)  0.35
H (0.484, -3.718, -0.906)  0.20
H (5.504, 3.328, 3.106)  -0.27
H (6.690, 5.833, 4.400)  0.31
H (-0.763, 6.661, 4.449)  0.27
H (-4.024, 7.400, 1.672)  0.09
H (-0.604, -1.202, -4.441)  -0.06
H (-1.224, -4.285, 2.950)  0.40
H (0.223, 4.859, 2.133)  0.21
H (-6.225, -2.267, 3.416)  0.35
H (1.029, -0.864, -3.886)  0.07
H (2.166, -3.162, 7.344)  0.37
H (-2.123, -3.021, -3.738)  -0.66
H (3.291, -6.076, -6.659)  0.34
H (-2.501, -3.671, -6.279)  0.28
H (-3.279, 6.267, -1.123)  0.44
H (-6.447, -0.963, -0.698)  0.19
H (-6.730, 1.702, 2.551)  0.82
H (2.978, -1.876, -7.241)  0.42
H (-2.444, 6.199, 4.807)  0.44
H (4.384, -1.449, 3.690)  0.06
H (-0.371, -1.974, -2.107)  -0.64
H (-8.961, 5.877, -2.374)  0.32
H (-10.301, 5.726, -1.323)  0.31
H (11.630, 1.338, 5.312)  0.35
H (3.005, 1.187, -0.406)  -0.24
H (5.028, 3.745, 4.699)  0.16
H (8.967, 0.458, 2.346)  0.45
H (-2.960, -0.027, -9.833)  0.42
H (11.242, 1.684, 6.955)  0.39
H (-0.540, -1.767, 2.912)  0.24
H (1.584, -1.130, 4.898)  0.24
H (4.519, -3.895, 9.993)  0.29
H (1.998, 1.699, 0.955)  -1.13
H (-2.502, -5.155, 4.845)  0.42
H (1.986, -5.344, 8.323)  0.33
H (-0.132, -2.914, -6.095)  -0.32
H (-4.414, 2.285, 3.054)  0.56
H (-1.344, 5.085, 3.976)  -0.20
H (2.808, 0.148, 4.617)  0.25
H (-0.805, -2.231, -7.700)  0.10
H (1.808, -3.489, -3.628)  0.33
H (7.250, -1.193, 3.207)  0.44
H (2.646, 2.531, 8.251)  0.33
H (5.639, 0.777, -4.930)  0.44
H (0.763, 2.751, 3.235)  0.16
H (2.290, -7.311, -9.077)  0.26
H (0.877, 2.814, -1.156)  0.57
H (-6.159, -1.707, 0.883)  0.41
H (11.791, 2.983, 5.928)  0.33
H (-4.681, -2.725, -0.884)  0.18
H (-2.007, -9.310, -5.190)  0.29
H (-1.957, 2.365, 2.017)  0.23
H (-6.502, 0.172, -4.764)  0.34
H (-0.171, 0.471, -3.986)  -0.07
H (-2.678, -3.332, -2.032)  -0.52
H (-1.129, 3.309, -3.482)  0.73
H (-0.790, -6.732, -9.340)  0.31
H (6.227, -3.946, 10.388)  0.39
H (4.459, 4.822, 3.435)  0.32
H (2.529, 2.980, 2.903)  -0.06
H (1.958, -0.581, 3.291)  -0.20
H (-1.248, -3.398, 0.722)  1.50
H (-2.848, 2.934, 0.558)  -0.32
H (-1.625, 4.382, 6.395)  0.27
H (-5.621, -1.264, -5.230)  0.26
H (-6.552, 8.675, 2.648)  0.30
H (3.578, -1.643, -1.990)  0.55
H (1.480, -7.021, -10.594)  0.43
H (1.982, 1.505, -2.906)  0.34
H (1.480, -3.685, 5.834)  -0.14
H (-2.603, -5.452, -3.437)  -0.09
H (-0.011, -8.102, -8.640)  0.28
H (-6.626, 2.252, 0.225)  0.31
H (0.404, -4.978, 7.636)  0.36
H (3.596, 5.382, 8.309)  0.32
H (-9.399, 7.440, 0.136)  0.37
H (1.723, -5.681, -9.524)  0.20
H (-2.225, 0.429, 0.654)  -0.46
H (6.541, 0.920, -0.798)  0.18
H (-1.112, 5.318, -1.864)  0.45
H (-6.922, 3.607, -0.877)  0.29
H (-1.185, -9.296, -3.669)  0.17
H (1.731, 4.061, 8.387)  0.32
H (6.760, -3.054, 8.071)  0.29
H (-1.472, -7.621, -1.699)  0.19
H (-1.224, 5.978, 6.958)  0.41
H (-5.341, 2.687, -0.903)  -0.29
H (7.782, 1.270, 1.332)  0.16
H (4.031, 4.198, 9.472)  0.37
H (9.163, 1.596, 5.680)  0.25
H (3.499, 0.623, 2.530)  0.11
H (7.073, 1.594, -3.085)  0.42
H (-3.743, -1.934, 3.969)  0.15
H (0.980, -8.849, -4.859)  0.46
H (-5.196, 4.893, 0.011)  0.56
H (4.592, 4.142, 7.727)  0.24
H (-4.863, 3.686, 1.279)  -0.54
H (2.289, -5.775, -4.428)  0.54
H (-10.109, 7.095, -2.388)  0.41
H (4.576, 1.350, 1.362)  0.52
H (3.874, -1.047, -4.382)  0.46
H (-7.411, -2.697, -4.286)  0.27
H (-4.554, 9.052, 1.130)  0.27
H (3.849, 5.061, -4.308)  0.35
H (-5.482, -0.134, 0.496)  -0.24
H (-5.302, 3.569, -3.415)  0.39
H (3.454, 2.721, -4.617)  0.40
H (0.051, -9.008, -6.364)  0.14
H (5.963, -0.063, 2.730)  -0.25
H (-8.080, 7.846, -1.006)  0.27
H (-1.166, 3.295, 0.656)  -0.32
H (-0.439, 0.453, -9.976)  0.36
H (0.650, 1.146, -7.786)  0.41
H (3.117, -2.677, 3.820)  0.40
H (-3.869, -4.769, -4.459)  0.45

The energy above the lowest of the compared OMol25 structures with the same formula, charge and spin comes out at 0.000 eV. The calculation puts the orbital gap at 0.3637 hartree. For the HOMO energy, the calculation gives -9.53 eV. Its spin multiplicity is 1. The value obtained for the max |F| is 0.05981 Eh/bohr.